Computed, not measured: a single C4H9N3S molecule, with wB97M-V/def2-TZVPD.

XYZ file:
```
17
Properties=species:S:1:pos:R:3:nbo_charge:R:1
N -1.91062 -0.07267 0.18355 -0.628
N 1.12476 -1.26964 0.27306 -0.648
H -1.06159 -2.56062 0.22000 0.116
N 0.58496 0.11053 0.23807 -0.340
H -0.99070 1.30666 0.90943 0.191
H 1.39840 -1.56462 -0.76190 0.372
H 3.09720 0.18102 0.20930 0.223
C 2.68896 1.12348 0.62282 -0.657
C -0.75948 0.41194 0.42775 0.261
H 2.87312 1.12955 1.65176 0.236
H 1.88013 -1.22703 0.93310 0.364
H 3.53178 1.86369 0.04407 0.217
H -0.01761 1.78396 -1.34295 0.221
H 1.18546 3.36582 -0.95397 0.232
C 0.87019 2.18641 -0.84433 -0.427
S -2.23517 -1.60150 -0.41633 0.128
C 1.41248 1.27282 -0.05797 0.139
```

Values from the calculation:
- SMILES string: C=C(C)N(N)/C=N\S
- Total energy: -19594.4036 eV
- Maximum force: 6.7 eV/A
- Spin multiplicity: 1
- Highest occupied orbital energy: -7.84 eV
- Total charge: 0
- ΔE to the lowest compared entry with this formula, charge and spin: 504.9 kJ/mol
- Molar mass: 131.20 g mol⁻¹
- Kohn-Sham gap: 0.3085 hartree